1.
DFT (the ωB97M-V functional and the def2-TZVPD basis) results for a molecular structure, C6H26B2InO6.

Geometry as XYZ:
```
41
Properties=species:S:1:pos:R:3:mulliken_charge:R:1
C 1.78462 -1.04428 -1.03988 -0.573
H -1.97557 -1.15914 -1.86036 -0.359
H 0.39131 -2.46487 1.52881 0.270
H -2.15955 -3.41716 2.70835 0.305
H -1.10367 -5.05196 1.47421 0.350
H 2.52552 1.79987 1.77103 0.155
H -2.30221 -4.59293 0.20950 0.314
H -3.38628 -0.33895 -2.67185 0.055
B -0.94934 2.93573 -1.81032 0.394
O 1.57976 1.26818 -0.75525 -0.217
B -2.24702 -0.20295 -2.47006 0.666
C -1.67970 -4.23814 1.03553 -0.721
O -0.40518 -2.03857 1.18290 -0.392
H 3.37431 0.39315 -1.38614 0.426
C 2.28404 0.28820 -1.47999 -0.419
H -2.09913 2.92361 -1.97869 -0.040
O 0.97562 0.55842 2.30159 -0.346
H 2.37339 -1.89825 -1.38143 0.501
H -0.62646 3.02471 -0.69542 -0.405
H 0.24489 3.05497 3.42339 0.285
In -1.08475 0.70725 0.37827 0.808
O -2.65644 -3.70090 1.93187 -0.488
H -0.61126 1.89657 -2.21651 -0.011
H 2.17385 0.39807 -2.56859 0.263
O 0.12804 3.07200 1.38803 -0.385
H -0.76278 3.91841 -2.38989 -0.031
H 0.03072 4.01243 1.19911 0.249
H 0.40348 -1.67521 -2.27127 0.232
H -1.54274 -0.17161 -3.37876 -0.099
H 1.53765 3.90687 2.67862 0.388
H 2.00099 2.11214 -0.95488 0.198
H 1.86224 -1.08508 0.05224 0.055
C 1.75044 1.73903 2.54118 -0.418
C -0.92136 -3.10294 0.34379 0.065
H 1.21660 -0.03395 3.01914 0.259
C 0.93181 3.00448 2.56988 -0.589
H -2.22533 0.81012 -1.88706 -0.292
H 2.28199 1.65840 3.49268 0.508
H -0.08287 -3.58363 -0.17925 0.326
O 0.42624 -1.17024 -1.45266 -0.323
H -1.45585 -2.51187 -0.40185 0.037
```

LUMO energy = -8.142 eV
Total energy = -25437.8689 eV
HOMO-LUMO gap = 4.242 eV
Energy relative to the best compared isomer or geometry (same formula, charge and spin) = 0.00 kcal/mol
Multiplicity = 1
Net charge = +1

=====

2.
DFT (the ωB97M-V functional and the def2-TZVPD basis) results for 7 unconnected molecules or ions with the total composition C6H26O7.

Geometry as XYZ:
```
39
Properties=species:S:1:pos:R:3:mulliken_charge:R:1
O -2.98657 0.52842 -0.12089 -0.583
H -3.57207 -5.18770 -1.73862 0.294
H -0.41032 -5.57203 -0.18017 0.291
H 2.34240 1.89222 -2.79079 0.303
C 0.56771 2.74795 2.02492 0.818
H 0.23785 -1.89674 1.31894 0.397
O -1.22559 -1.94164 0.13002 -0.612
H 4.04611 0.11510 -2.65290 0.340
H 2.89194 0.93142 -0.18951 0.400
H -1.21285 4.07758 1.91097 0.388
H 0.22582 0.35783 -2.46604 0.441
C 3.02115 -0.12491 -2.37015 -1.190
H -0.97960 1.67007 3.23339 0.401
O 1.03017 -2.23262 1.73804 -0.603
O -3.17277 -4.47165 -1.24458 -0.634
H -3.17359 1.45546 0.02689 0.288
H -0.72408 1.05424 1.61402 0.140
O 1.12798 3.43854 3.17354 -0.285
H 1.24849 -3.02123 1.24140 0.268
H -3.62833 -3.68678 -1.54899 0.298
H -3.84753 0.12396 -0.22767 0.263
H 0.56643 0.34284 -0.84895 0.034
H -1.69010 -1.12659 -0.06012 0.292
H 1.33579 2.40785 1.33031 0.062
H 0.29559 1.94395 -1.64509 0.258
H 0.14308 4.59411 0.94009 0.421
H 0.56371 0.79218 2.71369 0.365
H -1.54879 -2.56046 -0.52484 0.277
H -1.90648 -5.47493 -0.38986 0.395
H 2.64330 -0.77712 -3.15753 0.365
C -0.22081 1.50787 2.46786 -1.031
O 2.80404 1.66615 -0.80110 -0.434
O -1.19178 -6.10751 -0.31731 -0.633
C -0.38053 3.71231 1.30937 -1.191
H -0.85968 3.19229 0.47986 0.187
H 1.55436 4.20890 2.79099 0.428
C 2.24001 1.14246 -2.00627 0.234
C 0.75590 0.95937 -1.72763 -0.761
H 3.08965 -0.68116 -1.43528 0.310
```

LUMO energy (alpha / beta) = -2.808 / -9.861 eV
Total energy = -20965.9047 eV
HOMO-LUMO gap (alpha / beta) = 9.963 / 2.910 eV
Energy relative to the best compared isomer or geometry (same formula, charge and spin) = 23.15 kcal/mol
Multiplicity = 2
Net charge = +1

=====

3.
DFT (the ωB97M-V functional and the def2-TZVPD basis) results for 8 unconnected molecules or ions with the total composition C6H27FN12O7.

Geometry as XYZ:
```
53
Properties=species:S:1:pos:R:3:mulliken_charge:R:1
H -0.73225 -2.40366 1.24982 0.202
N -4.37571 2.47346 -0.59358 -0.078
N 0.25719 -2.21585 1.17347 -0.240
H 2.71714 -2.22968 2.94090 0.197
H -0.46548 0.09087 -5.54013 0.550
H -0.10677 0.98421 0.63963 0.713
C -3.27304 2.02967 -1.08016 -1.573
N -1.54593 1.75909 3.95868 -0.448
H 0.53691 0.36238 -0.72313 0.303
N 3.08695 2.66154 3.28874 -0.403
H 3.60367 2.23493 1.10042 0.194
H -1.61655 -0.91889 -4.72421 0.837
C 2.12948 2.74992 2.46340 0.668
H -1.09075 -1.16029 3.72762 0.206
O 1.02502 3.14229 2.72909 -0.625
H -4.32040 0.52693 -1.89558 0.382
H -2.66238 0.50002 -2.36457 0.046
H 2.12127 2.88168 0.56313 0.213
N 2.19152 -2.29291 2.08077 -0.448
O 0.07488 1.08818 -0.29728 -0.192
H 0.71528 -1.89403 0.33282 0.016
H 3.07053 3.07079 4.21197 0.212
H 2.40235 -2.22675 1.09524 0.249
H -4.45646 3.42940 -0.27772 0.301
N -1.65302 -0.34701 3.93384 -0.398
H -2.27042 -0.26812 4.72927 0.160
H 2.97358 -4.24436 -1.59480 0.212
O 0.40952 -2.44886 3.37695 -0.783
F 1.92712 -0.82074 -0.72948 -0.939
H -5.25134 2.18150 -1.00363 0.434
N 2.33512 -3.51906 -1.88875 -0.298
H -0.36354 -3.41454 -3.22098 0.178
N 0.44847 -3.08665 -2.71777 -0.050
H -2.07753 1.52018 4.78356 0.133
N 0.67434 0.81612 -3.75267 0.296
N -3.41709 0.97874 -1.89409 0.083
H 3.93552 2.20163 2.99124 0.128
H 0.62793 -2.18147 -2.30721 0.065
C 1.39079 -3.99565 -2.59766 0.401
N 2.63925 2.44652 1.31309 -0.338
O -0.64545 0.69340 2.19939 -0.848
C -1.29131 0.68477 3.22777 0.584
C 0.89137 -2.34564 2.30107 0.733
O -0.76300 -0.14572 -2.36961 0.297
O 1.40033 -5.08880 -3.11997 -0.731
N -0.83797 -0.27729 -4.67653 -0.469
H 2.32099 -2.61927 -1.43019 0.178
C -0.29792 0.05981 -3.51415 -3.015
H 0.96766 1.54077 -3.11317 0.460
H -0.74102 1.26565 -0.77100 0.495
H -1.54918 2.57929 3.36930 0.295
O -2.12615 2.44981 -0.89834 0.002
H 1.05640 0.74161 -4.68464 0.453
```

LUMO energy (alpha / beta) = 2.552 / 2.511 eV
Total energy = -41593.7024 eV
HOMO-LUMO gap (alpha / beta) = 2.093 / 9.074 eV
Multiplicity = 2
Net charge = -1

=====

4.
DFT (the ωB97M-V functional and the def2-TZVPD basis) results for a molecular structure, C6H27HgN6O9.

Geometry as XYZ:
```
49
Properties=species:S:1:pos:R:3:mulliken_charge:R:1
H 3.66959 -0.63951 2.29009 0.191
O -1.06333 -3.80086 3.66834 -0.627
C -4.19053 -0.58119 -0.81610 -0.339
N 0.80248 -4.26969 2.50410 -0.327
C -0.38688 -3.60971 2.67762 0.518
H -1.85227 3.20095 0.10094 0.294
Hg 0.78466 -0.15572 -3.55678 1.220
O 1.77309 -2.36068 -0.24590 -0.574
C -0.39861 0.70454 -0.72119 0.258
H 0.21540 1.15963 3.39218 0.193
C 1.92461 0.06538 3.15182 0.602
O 4.27693 3.58789 -0.45651 -0.617
H 2.34211 4.82260 -0.95661 0.204
H 2.68250 -2.03056 -2.88293 0.343
H -1.40584 4.56639 -0.43222 0.314
O -1.87033 4.14117 0.29508 -0.598
O 2.03780 -0.29167 4.29882 -0.586
H 2.34285 -0.34246 1.18903 0.056
N 2.75028 -0.28948 2.09968 -0.225
H 0.92162 -5.06523 3.10590 0.217
H -3.13637 -0.60778 -0.53418 -0.010
N -0.60819 -2.54903 1.83104 -0.199
H -0.17259 1.61043 -0.14487 -0.165
H 0.07086 -2.30442 1.13144 0.204
H -3.87005 1.40342 -2.06480 0.327
O -3.93439 0.79105 -2.80913 -0.513
H 1.20705 3.50378 -1.23877 0.155
H 1.27749 -1.59519 -0.56942 0.209
H -5.63403 -0.28893 -2.36422 0.284
C 3.22981 3.06630 -0.78408 0.484
H -1.34788 0.91891 -1.22903 -0.029
N 0.89473 0.87930 2.70803 -0.279
H 0.87946 1.23972 1.77683 0.114
N 3.16557 1.74017 -1.13741 -0.148
O 0.72764 0.36086 -1.49128 -0.532
H -1.33195 -1.88786 2.03722 0.142
H -4.59615 -1.53275 -0.45086 0.376
O 2.80396 -1.07753 -2.98990 -0.595
H 3.51711 -0.85182 -2.37471 0.297
C -4.54774 -0.37354 -2.26573 -0.197
H 2.26588 1.35408 -1.40192 0.207
H 1.60437 -3.05975 -0.88778 0.257
O -4.72229 0.47499 -0.00468 -0.538
H -4.21062 -1.26709 -2.79771 0.290
H 4.01589 1.21277 -1.09443 0.149
H -0.69423 -0.09308 -0.02991 0.031
N 2.12814 3.84500 -1.05008 -0.295
H -5.67673 0.50549 -0.13274 0.333
H 1.33909 -4.22926 1.65770 0.123
```

LUMO energy = -8.918 eV
Total energy = -38193.5735 eV
HOMO-LUMO gap = 2.847 eV
Energy relative to the best compared isomer or geometry (same formula, charge and spin) = 0.00 kcal/mol
Multiplicity = 1
Net charge = +1

=====

5.
DFT (the ωB97M-V functional and the def2-TZVPD basis) results for 8 unconnected molecules or ions with the total composition C6H27NO8.

Geometry as XYZ:
```
42
Properties=species:S:1:pos:R:3:mulliken_charge:R:1
H 2.52353 -2.05049 1.14332 0.584
H 1.68889 2.06586 1.90355 0.437
O 1.08199 3.91211 0.47123 -0.661
H -2.80970 -0.17082 1.11567 0.220
H -2.67292 1.34872 -1.72160 0.216
H -2.12224 -1.68088 0.54816 0.183
H -1.20208 -4.16162 0.84860 0.262
H 0.09387 0.19838 0.42422 -0.571
O -2.67048 1.28873 -2.60732 -0.632
O -0.06494 1.87061 -2.00829 -0.656
H 1.98422 3.60872 0.67855 0.360
H -0.44309 1.24735 -1.32952 0.120
O -0.53071 -2.22456 -3.29684 -0.630
O -1.32808 -3.61786 0.05802 -0.535
O -0.43817 -2.87654 2.99317 -0.514
H 0.42372 -1.59527 0.34580 0.655
H 3.20853 1.37804 1.40044 0.533
H 0.87080 3.60639 -0.39444 0.332
H -1.48860 -4.27649 -0.61090 0.262
H 1.71421 -0.41900 2.75911 0.388
H -2.00672 1.98649 -2.64091 0.385
H -0.91943 0.31088 2.41862 0.372
H 2.14264 1.39391 0.32517 0.368
H 3.21478 -0.97303 0.04738 0.315
C -0.86260 -1.73903 3.10378 -0.327
H 0.42545 1.17002 -2.57500 0.464
C 0.31774 -0.69361 0.98253 -0.129
H 3.80557 -1.20476 1.69702 0.416
O -2.22144 2.94323 -0.04664 -0.580
O 0.84010 0.30487 -3.85069 -0.655
H -1.08185 -2.80275 -3.74273 0.282
H -1.10686 -1.22426 3.89705 0.534
H -2.81165 3.43923 0.58764 0.285
C 2.18810 1.29029 1.40416 -1.695
H 0.82269 -0.59798 -3.54591 0.330
H -1.16909 -1.80497 -2.61112 0.338
N -2.12401 -0.96926 1.27820 -0.518
H -1.31021 3.28476 0.40776 0.322
C -0.86536 -0.70060 1.95358 0.078
H 0.21951 0.40045 -4.61232 0.336
C 2.90704 -1.11814 1.09841 -1.786
C 1.77685 -0.14714 1.70310 0.513
```

LUMO energy = 0.211 eV
Total energy = -24527.3459 eV
HOMO-LUMO gap = 8.928 eV
Energy relative to the best compared isomer or geometry (same formula, charge and spin) = 102.86 kcal/mol
Multiplicity = 1
SMILES = CC(C)C[C@@H](N)C=O.O.O.O.O.O.O.O

=====

6.
DFT (the ωB97M-V functional and the def2-TZVPD basis) results for a molecular structure, C6H28F2N6O7PS2Ti.

Geometry as XYZ:
```
53
Properties=species:S:1:pos:R:3:mulliken_charge:R:1
N 21.41022 19.55701 12.55512 -0.179
O 19.04978 18.13019 12.15787 -0.809
S 21.23199 21.60153 15.63790 1.114
O 20.12245 22.17876 14.95426 -0.572
H 18.36358 12.31410 16.78698 0.397
H 17.11727 14.82966 19.05564 0.290
H 18.10849 12.91830 13.01790 0.377
H 20.72351 14.30282 14.20574 0.257
H 18.13979 19.66650 14.78678 0.599
H 21.37122 20.41402 12.00346 0.450
H 16.43039 19.94005 14.31935 0.242
H 16.99887 12.64883 14.35731 0.274
H 17.81845 16.32006 13.51923 -0.050
H 19.51413 17.40881 11.73083 0.042
H 15.66912 14.29366 18.08767 0.365
C 20.53813 14.68019 17.55228 -0.880
C 16.62688 14.82131 18.07663 -1.035
H 20.53167 19.02415 12.27863 0.063
H 21.90439 14.53241 15.40189 0.464
H 18.81336 12.60581 14.61998 0.333
H 16.40821 15.84852 17.78673 0.266
N 18.84500 18.90223 14.88501 0.579
O 16.93356 20.59175 13.82131 -0.966
H 19.74838 19.37078 15.14050 0.181
C 20.89638 14.86018 15.12418 -0.943
F 22.45028 22.05165 14.70743 -0.255
O 21.54820 22.08574 16.95174 -0.507
H 17.53412 12.55977 18.35260 0.438
H 21.18259 13.83866 17.79813 0.346
H 17.31502 14.97789 12.49493 0.333
N 19.97761 14.45973 16.19500 0.176
O 21.03958 19.54894 17.77500 -0.596
H 20.98187 15.65466 17.75414 0.271
O 18.20693 16.49892 16.16018 -1.280
H 22.22571 18.98637 12.35456 0.408
H 16.30483 15.58612 13.79924 0.286
N 21.35222 19.85034 15.25159 -0.787
H 19.64726 14.63096 18.18471 0.294
H 21.03806 15.94145 15.06337 0.156
H 16.49803 12.31564 16.95573 0.263
H 18.53512 18.12546 15.48288 0.381
N 17.44823 14.15881 17.09308 0.244
N 17.94440 14.46067 14.49417 0.534
C 17.33975 15.33883 13.52150 -0.736
S 21.94189 19.47217 16.64302 0.990
H 18.96383 18.65815 13.87518 -0.048
H 21.34374 19.80198 13.57150 0.437
Ti 17.83602 20.00028 11.89257 0.410
C 17.47002 12.69961 17.26940 -1.167
O 23.34923 19.73274 16.83457 -0.618
F 21.95802 17.83475 16.51907 -0.243
P 18.41362 15.03445 16.02545 0.446
C 17.97739 13.06454 14.08973 -1.035
```

LUMO energy (alpha / beta) = -0.283 / -0.520 eV
Total energy = -89456.2852 eV
HOMO-LUMO gap (alpha / beta) = 5.798 / 8.201 eV
Energy relative to the best compared isomer or geometry (same formula, charge and spin) = 38.96 kcal/mol
Multiplicity = 4